Entry 1:
{"formula": "C6H6O", "method": "wB97M-V/def2-TZVPD", "homo_lumo_gap_ev": 9.341, "total_energy_ev": -8362.269, "largest_force_ev_per_a": 0.40, "total_charge": 0, "smiles": "OC=C=CC1=CC1", "homo_ev": -8.80, "de_lowest_kcal_mol": 97.7, "symbols": ["O", "C", "C", "C", "C", "C", "C", "H", "H", "H", "H", "H", "H"], "positions_angstrom": [[0.410, -1.313, 2.872], [1.128, -1.126, 1.726], [-1.137, -0.213, -1.590], [-0.205, 0.765, -0.946], [-0.957, 1.248, -1.886], [1.035, -0.096, 0.925], [0.807, 0.888, 0.083], [-0.233, -0.594, 2.943], [1.822, -1.942, 1.548], [-2.025, -0.560, -1.051], [-0.729, -0.962, -2.276], [-1.282, 2.082, -2.488], [1.366, 1.823, 0.139]], "forces_ev_per_angstrom": [[-0.190, 0.178, 0.071], [0.207, 0.110, -0.325], [-0.120, -0.326, -0.014], [-0.106, 0.110, -0.176], [0.203, 0.103, 0.132], [-0.074, -0.086, 0.051], [0.009, -0.084, 0.062], [0.083, -0.133, 0.073], [-0.055, 0.141, -0.012], [0.139, 0.111, -0.066], [-0.065, 0.138, 0.087], [0.062, -0.127, 0.090], [-0.093, -0.134, 0.028]]}

Entry 2:
{"formula": "C31H28Br2CoN5OS", "method": "wB97M-V/def2-TZVPD", "homo_lumo_gap_ev": [6.234, 6.422], "total_energy_ev": -230639.533, "spin_multiplicity": 2, "s_squared": 0.778, "largest_force_ev_per_a": 1.40, "total_charge": 1, "homo_ev": [-10.27, -10.27], "de_lowest_kcal_mol": 5.0, "symbols": ["Co", "N", "C", "C", "C", "C", "C", "C", "C", "C", "C", "C", "C", "C", "N", "C", "C", "C", "C", "N", "H", "H", "H", "H", "H", "H", "H", "H", "H", "H", "C", "C", "O", "C", "C", "H", "H", "H", "H", "H", "H", "H", "H", "H", "H", "Br", "C", "C", "C", "C", "C", "N", "H", "H", "H", "H", "S", "C", "Br", "C", "C", "C", "N", "C", "C", "H", "H", "H", "H"], "positions_angstrom": [[0.383, -0.978, -0.213], [-5.231, 7.544, 0.037], [-4.577, 6.601, -0.007], [-3.755, 5.414, -0.063], [-4.150, 4.267, 0.617], [-3.356, 3.133, 0.569], [-2.172, 3.140, -0.161], [-1.784, 4.287, -0.845], [-2.571, 5.426, -0.795], [-1.325, 1.913, -0.201], [-0.544, 1.634, 0.910], [-0.488, 2.370, 2.117], [0.370, 1.701, 2.956], [0.828, 0.584, 2.231], [0.315, 0.539, 1.006], [-1.385, 1.134, -1.351], [-2.091, 1.422, -2.542], [-1.824, 0.399, -3.428], [-0.980, -0.492, -2.742], [-0.721, -0.076, -1.508], [-5.074, 4.267, 1.178], [-3.657, 2.235, 1.093], [-0.863, 4.289, -1.413], [-2.273, 6.324, -1.319], [-1.034, 3.277, 2.322], [0.647, 1.959, 3.965], [1.512, -0.176, 2.564], [-2.700, 2.296, -2.710], [-2.179, 0.289, -4.439], [-0.558, -1.410, -3.121], [2.566, -4.237, 0.736], [2.076, -3.133, 1.650], [2.177, -1.818, 1.072], [3.567, -1.433, 0.896], [3.792, 0.056, 1.005], [2.487, -5.196, 1.250], [3.612, -4.096, 0.463], [1.976, -4.301, -0.178], [2.656, -3.143, 2.577], [1.029, -3.269, 1.912], [3.912, -1.800, -0.069], [4.146, -1.952, 1.665], [3.145, 0.613, 0.332], [4.829, 0.269, 0.741], [3.625, 0.419, 2.017], [-3.599, -1.569, -0.677], [-2.867, -2.222, 0.939], [-3.581, -3.187, 1.639], [-3.059, -3.631, 2.840], [-1.871, -3.081, 3.302], [-1.244, -2.133, 2.517], [-1.712, -1.720, 1.331], [-4.519, -3.558, 1.252], [-3.580, -4.387, 3.413], [-1.443, -3.370, 4.252], [-0.331, -1.652, 2.849], [-0.553, -3.902, -1.666], [-0.007, -2.730, -0.916], [5.014, 0.309, -5.084], [3.808, -0.064, -3.704], [3.655, -1.363, -3.247], [2.748, -1.585, -2.228], [2.017, -0.619, -1.668], [2.175, 0.624, -2.128], [3.059, 0.954, -3.139], [4.225, -2.179, -3.669], [2.599, -2.588, -1.843], [1.558, 1.385, -1.664], [3.152, 1.976, -3.476]], "forces_ev_per_angstrom": [[0.685, -0.517, 0.651], [0.017, -0.024, 0.000], [0.108, -0.161, -0.017], [-0.123, 0.196, 0.007], [-0.016, -0.050, 0.025], [-0.048, 0.017, 0.006], [0.065, -0.042, 0.028], [-0.021, 0.021, -0.008], [0.043, 0.003, -0.023], [-0.119, 0.159, -0.013], [0.205, -0.098, -0.038], [-0.053, 0.046, 0.101], [-0.023, -0.040, 0.043], [0.110, 0.026, 0.059], [-0.230, 0.256, -0.323], [-0.017, -0.214, 0.007], [-0.015, 0.034, -0.100], [0.023, 0.000, 0.038], [-0.022, -0.080, -0.221], [-0.129, 0.003, 0.221], [0.008, 0.000, -0.001], [0.005, 0.009, 0.001], [-0.008, 0.005, 0.010], [0.000, -0.007, 0.003], [0.011, -0.015, -0.010], [0.009, 0.004, -0.033], [0.060, -0.014, 0.030], [0.007, -0.027, 0.009], [0.010, 0.004, 0.022], [-0.022, 0.045, -0.029], [0.062, -0.048, -0.013], [-0.012, -0.016, -0.057], [-0.169, 0.039, -0.071], [-0.036, -0.050, -0.050], [-0.102, 0.031, 0.025], [-0.004, 0.021, -0.002], [-0.024, -0.030, 0.025], [0.029, 0.022, 0.017], [-0.032, 0.052, 0.051], [-0.026, -0.019, -0.070], [0.020, -0.004, 0.000], [-0.026, 0.000, 0.031], [0.006, 0.001, 0.019], [-0.015, -0.029, -0.013], [0.006, 0.003, 0.033], [-0.022, -0.002, -0.070], [-0.029, -0.106, 0.005], [-0.008, 0.029, 0.030], [-0.021, -0.026, -0.007], [-0.008, 0.036, -0.007], [0.034, 0.111, 0.032], [0.036, -0.058, 0.074], [0.006, 0.000, 0.001], [-0.006, 0.023, 0.000], [-0.009, -0.005, -0.021], [-0.001, -0.049, -0.018], [-0.314, -0.906, -0.156], [0.132, 1.388, -0.156], [0.088, 0.026, -0.093], [0.004, -0.011, -0.004], [-0.040, -0.027, 0.053], [-0.038, 0.041, -0.064], [0.102, -0.016, -0.040], [-0.042, 0.018, 0.026], [-0.062, 0.023, 0.049], [-0.014, 0.010, -0.005], [0.002, 0.003, 0.006], [0.009, -0.005, -0.007], [0.005, -0.009, 0.001]]}

Entry 3:
{"formula": "C6H29NO8", "method": "wB97M-V/def2-TZVPD", "homo_lumo_gap_ev": 9.831, "total_energy_ev": -24563.596, "largest_force_ev_per_a": 1.07, "total_charge": 0, "smiles": "C=CCCNCC.O.O.O.O.O.O.O.O", "homo_ev": -9.44, "de_lowest_kcal_mol": 21.0, "symbols": ["C", "N", "C", "C", "C", "C", "C", "H", "H", "H", "H", "H", "H", "H", "H", "H", "H", "H", "H", "H", "H", "H", "O", "H", "H", "O", "H", "H", "O", "H", "H", "O", "H", "H", "O", "H", "H", "O", "H", "H", "O", "H", "H", "O"], "positions_angstrom": [[-0.295, -2.442, 0.330], [0.870, -1.868, 1.028], [0.950, -0.404, 0.906], [2.101, 0.119, 1.765], [2.170, 1.613, 1.662], [1.959, 2.442, 2.669], [0.045, -2.794, -1.109], [-1.158, -1.760, 0.361], [-0.603, -3.334, 0.882], [0.868, -2.140, 2.006], [1.075, -0.207, -0.158], [0.039, 0.088, 1.270], [1.951, -0.182, 2.804], [3.051, -0.317, 1.430], [2.372, 1.997, 0.661], [1.983, 3.513, 2.591], [1.744, 2.087, 3.673], [-0.845, -3.165, -1.629], [0.443, -1.946, -1.675], [0.801, -3.579, -1.161], [3.923, -2.265, 0.231], [2.355, -2.413, 0.108], [3.208, -2.415, -0.394], [-3.147, 3.959, -2.390], [-2.214, 2.775, -2.069], [-2.669, 3.546, -1.662], [3.400, -0.984, -3.059], [2.985, -1.077, -1.574], [3.016, -0.458, -2.358], [-2.900, -1.474, 3.832], [-2.864, -0.282, 2.847], [-2.296, -0.973, 3.273], [-3.605, 2.210, -0.805], [-2.935, 0.902, -1.116], [-3.699, 1.254, -0.614], [1.384, 1.854, -3.323], [1.619, 0.380, -2.966], [0.917, 1.010, -3.289], [-0.725, 1.133, -2.712], [-2.069, 0.776, -3.346], [-1.709, 1.174, -2.549], [-3.805, 0.949, 1.115], [-3.784, 1.797, 2.414], [-3.908, 0.902, 2.100]], "forces_ev_per_angstrom": [[-0.036, 0.070, 0.212], [-0.165, -0.082, -0.104], [0.067, -0.688, 0.688], [0.146, 0.242, -0.450], [0.081, -0.029, -0.100], [-0.052, -0.080, 0.439], [-0.083, -0.255, -0.243], [0.193, -0.016, 0.066], [0.046, 0.009, -0.155], [-0.198, 0.187, -0.125], [0.106, 0.417, -0.050], [-0.125, -0.116, -0.230], [-0.084, 0.005, 0.024], [-0.121, 0.017, -0.004], [-0.005, 0.054, 0.159], [0.064, 0.292, -0.327], [0.008, -0.198, -0.098], [0.105, 0.120, 0.031], [-0.157, 0.070, 0.116], [-0.018, -0.019, 0.091], [-0.126, -0.028, 0.121], [0.113, 0.182, 0.441], [0.019, 0.011, -0.503], [0.057, 0.028, 0.125], [-0.116, 0.324, 0.026], [0.052, 0.080, -0.267], [0.169, -0.198, -0.198], [0.213, 0.282, -0.566], [-0.284, -0.238, 0.729], [0.100, 0.095, -0.111], [0.273, -0.384, 0.245], [-0.223, 0.179, -0.123], [-0.158, -0.251, 0.154], [-0.462, 0.010, 0.373], [0.391, -0.008, -0.236], [-0.173, -0.085, -0.032], [-0.441, 0.305, -0.043], [0.550, -0.132, 0.191], [-0.433, -0.050, 0.196], [-0.214, -0.025, -0.065], [0.987, -0.200, -0.348], [-0.087, 0.093, 0.353], [0.051, 0.253, 0.064], [-0.027, -0.245, -0.463]]}

Entry 4:
{"formula": "C5H12O3", "method": "wB97M-V/def2-TZVPD", "homo_lumo_gap_ev": 9.981, "total_energy_ev": -11520.320, "largest_force_ev_per_a": 5.53, "total_charge": 0, "smiles": "C[C@H](CO)[C@H](O)CO", "homo_ev": -9.29, "de_lowest_kcal_mol": 56.4, "symbols": ["C", "C", "C", "C", "C", "O", "O", "O", "H", "H", "H", "H", "H", "H", "H", "H", "H", "H", "H", "H"], "positions_angstrom": [[0.349, -0.870, -0.560], [0.127, -0.399, 0.819], [1.323, 0.866, 1.100], [-1.132, -0.670, -1.527], [-1.212, 0.104, 1.310], [1.320, -0.313, -1.382], [2.661, 0.531, 0.898], [-1.120, 0.669, -2.003], [0.893, 0.427, -1.856], [2.767, 0.278, -0.031], [-1.504, 1.251, -1.339], [0.520, -1.951, -0.550], [0.477, -1.184, 1.495], [0.992, 1.733, 0.515], [1.242, 1.089, 2.165], [-0.987, -1.307, -2.402], [-2.075, -0.948, -1.053], [-1.510, 1.021, 0.804], [-1.977, -0.667, 1.227], [-1.151, 0.342, 2.371]], "forces_ev_per_angstrom": [[-4.349, -1.494, -3.068], [3.616, 2.717, 2.079], [-2.104, -1.648, 0.308], [2.552, -0.427, 0.946], [0.175, -0.092, 0.004], [0.425, 0.885, -0.088], [-0.083, -0.305, -0.328], [-0.111, -0.063, 0.004], [0.166, -0.195, 0.189], [-0.131, 0.037, 0.108], [0.020, -0.069, 0.010], [0.057, 0.121, -0.116], [-0.101, 0.039, 0.058], [0.078, -0.048, -0.045], [-0.170, 0.135, -0.114], [0.027, 0.087, 0.079], [0.242, 0.128, 0.264], [-0.261, 0.014, -0.126], [-0.169, 0.124, -0.200], [0.121, 0.055, 0.037]]}

Entry 5:
{"formula": "C30H34Cl2GeN2PRuSSe", "method": "wB97M-V/def2-TZVPD", "homo_lumo_gap_ev": [7.416, 6.704], "total_energy_ev": -204242.380, "spin_multiplicity": 2, "s_squared": 0.760, "largest_force_ev_per_a": 0.84, "total_charge": 2, "homo_ev": [-14.12, -14.54], "de_lowest_kcal_mol": 0.0, "symbols": ["Ru", "Cl", "C", "C", "C", "C", "C", "Cl", "C", "S", "H", "H", "H", "N", "C", "C", "C", "C", "N", "C", "C", "H", "H", "H", "H", "C", "Ge", "C", "C", "C", "Se", "C", "H", "H", "H", "H", "H", "H", "H", "H", "H", "H", "H", "H", "H", "H", "C", "P", "C", "C", "C", "C", "C", "C", "C", "C", "C", "C", "C", "C", "H", "H", "H", "H", "H", "H", "H", "H", "H", "H", "H", "H", "H"], "positions_angstrom": [[-0.543, 0.629, -0.051], [1.525, -0.129, 1.038], [2.251, -1.090, -0.252], [3.459, -1.698, 0.016], [4.046, -2.455, -0.988], [3.431, -2.591, -2.224], [2.218, -1.970, -2.461], [1.461, -2.146, -4.000], [1.595, -1.200, -1.470], [0.046, -0.433, -1.824], [3.931, -1.586, 0.982], [4.993, -2.944, -0.803], [3.888, -3.178, -3.008], [-3.906, -4.735, 3.912], [-3.379, -3.934, 3.283], [-2.721, -2.927, 2.498], [-2.249, -1.763, 3.094], [-1.629, -0.824, 2.298], [-1.474, -0.972, 0.974], [-1.911, -2.109, 0.410], [-2.536, -3.104, 1.130], [-2.358, -1.595, 4.156], [-1.247, 0.090, 2.737], [-1.730, -2.224, -0.649], [-2.871, -4.005, 0.635], [3.739, 5.123, 1.975], [1.926, 4.528, 1.633], [0.732, 5.989, 1.154], [1.175, 3.465, 3.089], [2.018, 3.260, 0.089], [0.257, 2.946, -0.682], [0.636, 3.040, -2.598], [3.763, 5.761, 2.858], [4.118, 5.698, 1.131], [4.406, 4.279, 2.149], [0.758, 6.749, 1.936], [-0.299, 5.650, 1.047], [1.042, 6.463, 0.222], [0.961, 4.090, 3.956], [1.868, 2.683, 3.399], [0.235, 2.997, 2.780], [2.411, 2.298, 0.411], [2.660, 3.635, -0.707], [0.085, 3.884, -3.002], [0.332, 2.114, -3.072], [1.707, 3.185, -2.703], [-3.632, -0.116, -1.677], [-2.576, 1.202, -1.012], [-3.422, 1.877, 0.429], [-4.808, 1.992, 0.515], [-5.388, 2.496, 1.669], [-4.594, 2.885, 2.741], [-3.211, 2.776, 2.667], [-2.636, 2.274, 1.510], [-2.602, 2.456, -2.306], [-2.740, 3.806, -1.988], [-2.728, 4.759, -2.997], [-2.580, 4.368, -4.321], [-2.444, 3.023, -4.643], [-2.452, 2.068, -3.640], [-4.485, 0.343, -2.177], [-3.992, -0.757, -0.874], [-3.091, -0.718, -2.407], [-5.437, 1.694, -0.314], [-6.464, 2.587, 1.734], [-5.054, 3.281, 3.636], [-2.593, 3.093, 3.496], [-1.541, 2.248, 1.457], [-2.867, 4.117, -0.958], [-2.845, 5.805, -2.750], [-2.581, 5.112, -5.107], [-2.340, 2.719, -5.676], [-2.345, 1.022, -3.904]], "forces_ev_per_angstrom": [[-0.684, 0.396, -0.278], [0.205, -0.061, -0.006], [0.006, 0.014, 0.080], [-0.024, 0.015, 0.003], [0.000, -0.007, -0.026], [0.027, -0.003, 0.023], [-0.029, 0.000, -0.023], [0.008, 0.002, 0.020], [-0.089, 0.008, -0.101], [0.320, -0.012, 0.097], [0.002, 0.002, 0.000], [0.002, 0.000, -0.002], [-0.002, -0.003, 0.001], [-0.005, 0.000, -0.003], [0.008, -0.006, 0.006], [-0.007, -0.013, -0.040], [0.019, 0.002, -0.028], [-0.031, 0.082, 0.037], [-0.022, -0.236, 0.072], [0.086, -0.001, -0.041], [-0.018, -0.022, 0.061], [0.005, 0.012, 0.001], [0.001, -0.014, 0.002], [-0.048, 0.025, -0.024], [0.004, 0.002, -0.005], [0.031, -0.025, 0.043], [-0.007, 0.031, -0.113], [0.011, 0.018, 0.003], [-0.033, -0.049, 0.040], [0.052, -0.163, 0.070], [0.042, -0.082, -0.028], [0.052, -0.088, 0.034], [-0.001, 0.003, 0.001], [-0.008, -0.003, -0.002], [0.002, 0.002, 0.000], [-0.005, 0.000, 0.003], [-0.008, -0.001, -0.007], [0.001, -0.016, 0.002], [-0.001, -0.005, 0.009], [0.005, -0.009, 0.005], [-0.013, 0.008, 0.003], [0.105, 0.044, -0.034], [-0.071, 0.080, -0.034], [-0.015, -0.004, 0.007], [-0.004, 0.024, -0.017], [0.003, 0.009, -0.005], [0.044, -0.027, 0.039], [0.040, 0.072, 0.156], [-0.048, 0.011, -0.031], [0.011, -0.018, 0.001], [0.002, -0.008, 0.001], [0.004, 0.000, 0.018], [-0.031, -0.005, -0.008], [0.062, 0.031, 0.004], [0.051, 0.025, -0.005], [0.009, 0.009, -0.014], [-0.002, -0.008, 0.018], [0.001, -0.014, -0.013], [0.004, 0.025, -0.019], [0.017, -0.038, 0.020], [-0.018, -0.015, 0.005], [0.036, -0.029, 0.023], [0.010, 0.005, 0.017], [-0.003, 0.006, 0.003], [0.000, 0.002, -0.002], [-0.003, 0.003, -0.001], [0.012, -0.001, 0.004], [-0.029, 0.008, -0.022], [-0.021, 0.000, 0.006], [-0.006, 0.003, 0.001], [-0.001, 0.002, -0.001], [-0.001, -0.002, 0.001], [-0.014, 0.010, -0.003]]}